(1)
{"formula": "ClH3NO2P", "method": "ωB97M-V/def2-TZVPD", "relative_energy_kcal_mol": 3.8, "spin_multiplicity": 1, "gap_ev": 10.415, "lumo_ev": 0.5, "smiles": "N=P(O)(O)Cl", "elements": ["N", "P", "O", "O", "Cl", "H", "H", "H"], "coordinates": [[0.816, -1.394, 0.031], [-0.144, -0.160, 0.018], [0.202, 0.815, 1.323], [0.113, 0.828, -1.262], [-2.135, -0.088, 0.111], [1.015, -1.904, -0.903], [0.509, 0.294, 2.012], [-0.376, 1.608, -1.330]], "forces_ev_per_angstrom": [[-1.068, 0.025, -1.820], [3.136, 1.609, -0.103], [-1.549, 0.220, -3.682], [1.257, -2.881, 1.137], [-0.716, -0.510, 0.023], [-0.761, 1.220, 2.194], [1.142, -1.605, 2.218], [-1.441, 1.920, 0.033]], "lowdin_charge": [-0.207, 0.139, -0.204, -0.199, 0.388, 0.041, 0.018, 0.024]}

***

(2)
{"formula": "ClH3NO2P", "method": "ωB97M-V/def2-TZVPD", "relative_energy_kcal_mol": 87.4, "spin_multiplicity": 1, "gap_ev": 7.158, "lumo_ev": -1.4, "smiles": "[NH3+][O-].O=PCl", "elements": ["N", "O", "H", "H", "H", "O", "P", "Cl"], "coordinates": [[-0.396, 0.507, -0.055], [-0.643, 1.213, -1.152], [-1.180, -0.210, 0.202], [-0.193, 1.151, 0.773], [0.513, 0.056, -0.215], [-2.490, -1.518, 0.193], [-3.510, -0.824, -0.646], [-3.734, 0.891, 0.441]], "forces_ev_per_angstrom": [[0.522, -0.222, 1.913], [-1.191, 0.661, -1.380], [1.764, 1.047, -0.079], [-0.693, -0.986, -0.718], [-0.324, -0.740, 0.464], [-0.703, -0.046, -1.221], [1.163, -0.100, 1.277], [-0.537, 0.385, -0.256]], "lowdin_charge": [-0.143, -0.343, 0.063, 0.161, 0.139, -0.593, 0.538, 0.178]}

***

(3)
{"formula": "ClH3NPS", "method": "ωB97M-V/def2-TZVPD", "relative_energy_kcal_mol": 48.1, "spin_multiplicity": 1, "gap_ev": [5.750, 8.016], "lumo_ev": [-2.1, -1.1], "elements": ["N", "P", "S", "Cl", "H", "H", "H"], "coordinates": [[1.125, -0.560, 0.941], [-0.539, -0.717, 0.842], [-0.757, 2.066, -1.149], [-0.705, -2.369, -0.232], [1.483, -0.708, 0.002], [1.471, 0.381, 1.101], [-2.078, 1.907, -1.506]], "forces_ev_per_angstrom": [[0.463, 0.215, -1.220], [-0.639, 1.941, 0.634], [-0.772, -0.923, 0.280], [0.098, -0.760, -0.645], [0.439, -0.707, -0.072], [-0.434, 0.173, 0.766], [0.845, 0.062, 0.257]], "lowdin_charge": [-0.332, 0.364, 0.074, 0.164, 0.013, 0.032, -0.315]}

***

(4)
{"formula": "ClH3NPS", "method": "ωB97M-V/def2-TZVPD", "relative_energy_kcal_mol": 71.1, "spin_multiplicity": 1, "gap_ev": 9.249, "lumo_ev": -0.7, "smiles": "[H]/N=S(#[PH2])/Cl", "elements": ["H", "N", "S", "P", "Cl", "H", "H"], "coordinates": [[-0.346, 2.612, -0.168], [-0.011, 1.779, 0.165], [-0.575, 0.694, -0.774], [1.069, -0.671, -0.287], [-2.272, -0.514, 0.163], [0.376, -1.806, -0.212], [0.993, 0.000, 0.921]], "forces_ev_per_angstrom": [[-1.266, 2.954, -0.682], [0.886, -1.967, 0.645], [0.056, -1.222, 0.283], [0.990, 1.985, -1.642], [0.575, 0.488, -0.343], [-1.185, -1.618, 0.795], [-0.056, -0.621, 0.944]], "lowdin_charge": [-0.067, -0.462, 0.327, 0.614, -0.081, -0.195, -0.135]}

***

(5)
{"formula": "ClH3O3P", "method": "ωB97M-V/def2-TZVPD", "relative_energy_kcal_mol": 64.3, "spin_multiplicity": 1, "gap_ev": 7.316, "lumo_ev": -7.0, "charge": 1, "elements": ["O", "O", "O", "P", "Cl", "H", "H", "H"], "coordinates": [[0.329, -1.279, -1.062], [-1.833, -0.601, 0.330], [-1.446, 0.564, -1.800], [-0.788, -0.432, -0.868], [3.388, 1.605, 2.043], [4.057, 0.519, 1.952], [-1.617, -1.462, 0.818], [-2.089, 1.086, -1.412]], "forces_ev_per_angstrom": [[1.132, -0.285, -0.428], [2.126, -1.201, -0.965], [3.115, -1.532, -1.608], [-3.032, -0.557, 2.059], [-0.097, 0.004, -0.036], [0.067, -0.026, 0.014], [-0.448, 1.312, -0.244], [-2.864, 2.286, 1.208]], "lowdin_charge": [-0.078, -0.041, 0.066, 0.782, 0.252, -0.250, 0.173, 0.096]}

***

(6)
{"formula": "ClH42Li2O21", "method": "ωB97M-V/def2-TZVPD", "spin_multiplicity": 1, "gap_ev": 6.499, "lumo_ev": -4.6, "charge": 1, "elements": ["Li", "Li", "Cl", "O", "H", "H", "O", "H", "H", "O", "H", "H", "O", "H", "H", "O", "H", "H", "O", "H", "H", "O", "H", "H", "O", "H", "H", "O", "H", "H", "O", "H", "H", "O", "H", "H", "O", "H", "H", "O", "H", "H", "O", "H", "H", "O", "H", "H", "O", "H", "H", "O", "H", "H", "O", "H", "H", "O", "H", "H", "O", "H", "H", "O", "H", "H"], "coordinates": [[-4.010, -1.916, 2.087], [-2.034, -0.048, -1.815], [-0.399, 0.337, -0.039], [2.426, 1.926, 0.704], [1.982, 2.469, 0.053], [1.718, 1.485, 1.174], [-1.823, 1.584, 4.419], [-1.032, 1.355, 3.932], [-1.515, 1.764, 5.307], [-3.083, 3.068, 2.375], [-3.309, 3.949, 2.671], [-2.868, 2.593, 3.178], [3.196, 1.266, -3.844], [2.377, 0.860, -4.127], [3.861, 0.593, -3.988], [1.316, -1.708, 1.528], [1.078, -1.124, 0.808], [1.093, -2.583, 1.211], [4.046, 0.994, -1.210], [3.299, 1.178, -0.641], [3.660, 0.840, -2.072], [0.610, -3.993, 0.048], [1.188, -4.707, 0.316], [-0.269, -4.297, 0.275], [3.781, 0.359, 3.730], [3.830, 0.753, 4.601], [2.883, 0.523, 3.442], [0.350, -3.441, -2.554], [0.431, -3.790, -1.667], [-0.095, -4.132, -3.044], [-0.128, 4.880, -3.131], [0.255, 4.071, -2.791], [0.088, 4.875, -4.063], [2.436, -1.598, -3.468], [2.968, -1.514, -2.676], [1.857, -2.339, -3.290], [-2.134, 1.879, -2.700], [-2.498, 2.198, -3.526], [-2.014, 2.668, -2.171], [-1.731, -1.553, -3.162], [-2.247, -1.912, -3.884], [-0.951, -2.107, -3.126], [-2.106, 3.354, -0.240], [-2.752, 3.584, 0.428], [-1.661, 2.583, 0.112], [-3.322, -3.002, 0.490], [-2.750, -3.743, 0.291], [-3.948, -2.979, -0.234], [1.325, 2.573, -1.799], [0.660, 2.091, -1.307], [1.806, 1.897, -2.276], [0.557, 0.968, 2.905], [0.395, 0.197, 3.449], [0.296, 0.699, 2.024], [-2.482, -0.715, 2.486], [-1.849, -0.405, 1.838], [-2.764, 0.076, 2.944], [4.309, -2.137, 0.455], [3.518, -2.203, 0.989], [4.691, -3.014, 0.481], [0.235, -1.678, 4.106], [-0.318, -2.453, 4.203], [0.821, -1.891, 3.379], [-4.089, 0.105, -1.402], [-4.801, -0.515, -1.244], [-4.361, 0.904, -0.950]], "forces_ev_per_angstrom": [[1.023, 0.143, -0.108], [0.118, 0.522, -0.333], [-0.832, -0.213, -0.243], [0.102, -0.119, 0.500], [-0.008, 0.514, -0.367], [0.126, 0.046, 0.239], [-0.855, -0.164, 0.067], [0.832, 0.170, -0.552], [-0.077, 0.093, 0.295], [-0.498, -0.006, -0.514], [-0.048, 0.286, 0.112], [0.452, -0.181, 0.611], [-0.251, 0.455, 0.009], [-0.171, -0.380, -0.293], [0.249, -0.232, -0.242], [0.497, -0.400, 0.790], [-0.129, 0.474, -0.421], [-0.048, -0.178, -0.338], [0.514, -0.537, -0.359], [-0.059, 0.095, 0.769], [0.063, 0.250, -0.206], [-0.194, -0.042, 0.036], [0.453, -0.367, 0.066], [-0.222, -0.124, 0.220], [0.154, -0.301, 0.024], [0.077, 0.123, 0.198], [-0.272, 0.196, -0.242], [-0.472, 0.282, -0.947], [0.353, 0.073, 0.755], [0.096, -0.330, -0.376], [-0.526, 0.218, -0.084], [0.482, -0.388, 0.327], [0.108, 0.088, -0.210], [-0.005, 0.323, -0.342], [0.298, 0.088, 0.390], [-0.210, -0.291, 0.082], [-0.036, -0.865, -0.141], [-0.008, -0.028, -0.282], [0.091, 0.618, 0.690], [-0.637, 0.378, 0.288], [-0.252, 0.187, -0.240], [0.857, -0.286, 0.386], [-0.037, 0.059, -0.903], [-0.007, -0.017, 0.298], [0.265, -0.257, 0.358], [-0.450, 0.401, 0.461], [0.138, -0.170, 0.136], [-0.137, -0.062, -0.432], [-0.377, 0.637, -0.107], [-0.443, -0.349, 0.089], [0.530, -0.117, -0.262], [-0.089, 0.690, 0.651], [0.191, -0.854, 0.272], [-0.342, -0.204, -0.523], [-1.407, -0.826, 0.090], [0.722, 0.135, -0.827], [0.175, 0.537, 0.629], [-0.026, -0.125, -0.382], [-0.307, 0.310, 0.338], [0.277, -0.180, 0.030], [-0.281, 0.157, 0.514], [-0.171, -0.039, 0.210], [0.475, 0.106, -0.619], [0.281, -0.505, 0.123], [-0.216, -0.117, -0.185], [0.102, 0.599, 0.030]], "lowdin_charge": [0.834, 0.603, 0.124, -0.043, 0.015, -0.030, -0.038, 0.002, 0.071, -0.049, 0.058, -0.011, -0.039, 0.041, 0.055, -0.080, -0.067, -0.001, -0.053, -0.035, -0.042, -0.006, 0.097, 0.067, -0.041, 0.031, -0.009, -0.037, -0.004, 0.069, -0.053, -0.021, 0.030, -0.042, 0.034, -0.012, -0.097, 0.063, 0.007, -0.083, 0.061, 0.002, -0.055, 0.011, -0.042, -0.062, 0.060, 0.059, -0.042, -0.055, 0.020, -0.060, 0.004, -0.100, -0.107, -0.039, 0.031, -0.039, -0.011, 0.025, -0.044, 0.041, 0.001, -0.075, 0.046, 0.061]}

***

Number 1: maximum force 4.00 eV/A. Number 2: maximum force 2.05 eV/A. Number 3: maximum force 2.14 eV/A. Number 4: maximum force 3.29 eV/A. Number 5: maximum force 3.86 eV/A. Number 6: maximum force 1.63 eV/A.